Entry 1:
Below is an isolated molecule of C6H8, with properties calculated with ωB97M-V with the def2-TZVPD basis set.

```
! wB97M-V def2-TZVPD RIJCOSX def2/J DEFGRID3
* xyz 0 1
C -0.405 1.854 -0.213
C 0.158 0.674 0.491
C 0.038 -1.420 -0.333
C -0.681 -0.545 0.761
C 1.482 0.368 0.375
C 1.459 -0.866 -0.192
H -1.212 1.515 -0.874
H 0.389 2.309 -0.812
H -0.820 2.604 0.466
H -0.028 -2.504 -0.184
H -0.429 -1.192 -1.303
H -1.755 -0.394 0.609
H -0.523 -0.985 1.750
H 2.326 -1.419 -0.542
*
```

E_LUMO ... -0.044 eV
HOMO level ... -0.2945 Ha
Frontier orbital gap ... 7.970 eV
Energy above the lowest of the compared OMol25 structures with the same formula, charge and spin ... 72.02 kcal per mole
SMILES ... CC1=C=CCC1

natural (NBO) atomic charge list, values in e, 8 entries:
1. C -0.6806
2. C 0.2241
3. C -0.4367
4. C -0.4651
5. C -0.2244
6. C -0.1876
7. H 0.2242
8. H 0.2389

***

Entry 2:
Below is an isolated molecule of C6H8 at a distorted geometry, with properties calculated with ωB97M-V with the def2-TZVPD basis set.

```
! wB97M-V def2-TZVPD RIJCOSX def2/J DEFGRID3
* xyz 0 1
C 1.106 0.482 -1.138
C 0.370 -0.726 -0.573
C -0.179 -1.138 0.786
C -0.406 0.173 1.501
C -0.549 1.135 0.590
C -0.349 0.579 -0.794
H 1.784 1.147 -0.607
H 1.391 0.328 -2.179
H 0.250 -1.483 -1.341
H 0.270 -1.961 1.343
H -1.187 -1.465 0.471
H -0.518 0.266 2.577
H -0.752 2.186 0.779
H -1.231 0.476 -1.416
*
```

E_LUMO ... 1.225 eV
HOMO level ... -0.3353 Ha
Frontier orbital gap ... 10.349 eV
Energy above the lowest of the compared OMol25 structures with the same formula, charge and spin ... 32.58 kcal per mole
SMILES ... C1=C[C@H]2C[C@H]2C1

natural (NBO) atomic charge list, values in e, 8 entries:
1. C -0.3955
2. C -0.2220
3. C -0.4293
4. C -0.1844
5. C -0.1983
6. C -0.2878
7. H 0.2205
8. H 0.2205

***

Entry 3:
Below is an isolated molecule of C6H8 at a distorted geometry, with properties calculated with ωB97M-V with the def2-TZVPD basis set.

```
! wB97M-V def2-TZVPD RIJCOSX def2/J DEFGRID3
* xyz 0 1
C 0.701 -1.402 0.571
C 0.219 -0.771 -1.942
C 0.173 -0.326 1.535
C 0.141 -0.579 -0.542
C -0.384 0.427 0.496
C -0.878 1.785 0.235
H 1.786 -1.374 0.618
H 0.460 -2.446 0.833
H 0.909 -1.482 -2.274
H -0.217 -0.048 -2.657
H 0.074 -0.247 2.541
H -1.895 1.847 0.589
H -0.851 2.123 -0.815
H -0.240 2.493 0.811
*
```

E_LUMO ... 0.929 eV
HOMO level ... -0.3083 Ha
Frontier orbital gap ... 9.319 eV
Energy above the lowest of the compared OMol25 structures with the same formula, charge and spin ... 46.51 kcal per mole
SMILES ... C=C1CC=C1C

natural (NBO) atomic charge list, values in e, 8 entries:
1. C -0.4642
2. C -0.4385
3. C -0.1504
4. C 0.0261
5. C -0.0152
6. C -0.6640
7. H 0.2059
8. H 0.2130